Density functional theory data (ωB97M-V/def2-TZVPD) for 2 unconnected molecules or ions with the total composition C37H37N3P in a non-equilibrium geometry.

Positions of all 78 atoms, in Å:
C -1.22923 -5.06419 1.25768
C -0.42792 -4.93763 2.39560
C -0.03791 -3.67312 2.83435
C -0.43277 -2.54163 2.10338
P 0.34491 -0.96864 2.50002
C 2.02391 -1.08801 1.81986
C 2.99237 -0.11899 2.12485
C 4.18743 -0.08846 1.40782
C 4.43820 -1.03479 0.40878
C 3.50452 -2.04358 0.15372
C 2.31195 -2.08391 0.86983
C -0.49704 0.32664 1.56934
C -1.65584 0.89335 2.12327
C -2.29674 1.93807 1.45880
C -1.79082 2.41262 0.24262
C -0.64872 1.83547 -0.31559
C 0.01479 0.80347 0.35198
C 0.22696 -0.63825 4.21092
C 1.41132 -0.52164 4.93042
N 2.38154 -0.39926 5.59080
C -1.29453 -2.66065 1.00165
C -1.67553 -3.92966 0.57632
H -1.50648 -6.05351 0.90146
H -0.08378 -5.81283 2.94268
H 0.59226 -3.55606 3.71701
H 2.80535 0.61246 2.90983
H 4.91980 0.68939 1.62358
H 5.36249 -0.99332 -0.17472
H 3.68408 -2.79566 -0.61095
H 1.59461 -2.87860 0.67728
H -2.02710 0.52554 3.08103
H -3.19438 2.37965 1.89343
H -2.28881 3.23619 -0.26626
H -0.25716 2.18281 -1.26889
H 0.92991 0.37216 -0.06015
H -0.69726 -0.91724 4.72860
H -1.62836 -1.76952 0.47327
H -2.31191 -4.01469 -0.30250
C -7.25048 -0.50073 4.56847
N -6.64727 0.78155 4.85799
C -7.57176 1.89356 4.93350
C -5.30573 0.88816 5.15144
C -4.55284 2.01387 4.71254
C -3.18439 2.06330 4.91144
C -2.51382 1.08252 5.69458
C -1.11055 1.21579 6.03882
C -0.68820 1.58910 7.33348
C 0.69440 1.68029 7.69203
C 1.09853 2.10898 8.93326
C 0.15017 2.45139 9.94510
N 0.54736 2.79318 11.20911
C -0.40178 3.24892 12.20824
C 1.79286 2.29982 11.76066
C -1.23240 2.41420 9.58570
C -1.63205 1.95995 8.34735
C -3.29020 -0.00489 6.18042
C -4.62688 -0.14207 5.85085
H -6.64103 -1.05346 3.83807
H -7.36540 -1.12487 5.46582
H -8.24153 -0.32976 4.12925
H -7.06192 2.83245 4.72418
H -8.37636 1.73746 4.20776
H -8.04496 1.95777 5.92498
H -5.06483 2.80863 4.16332
H -2.59695 2.88674 4.49472
H -0.37655 1.24336 5.23587
H 1.43323 1.35126 6.95869
H 2.16935 2.18249 9.13994
H -0.93667 4.14485 11.86662
H -1.14578 2.47878 12.46489
H 0.16266 3.48911 13.11245
H 2.61486 2.39082 11.05155
H 2.01825 2.89609 12.64970
H 1.70637 1.24397 12.06618
H -1.98437 2.71250 10.31510
H -2.69529 1.87769 8.12748
H -2.77718 -0.74854 6.79127
H -5.18687 -1.02068 6.18079

HOMO-LUMO gap (eV): 5.44
Charge: +1
Lowest unoccupied orbital energy (eV): -4.2

Atom charges from the Mulliken analysis, given in e for atoms 1 to 5:
1. C -0.486
2. C -0.612
3. C -0.268
4. C -0.375
5. P 2.689



Density functional theory data (ωB97M-V/def2-TZVPD) for a molecular structure, C37H37N8O3PPd in a non-equilibrium geometry.

Positions of all 87 atoms, in Å:
Pd 0.44675 0.24274 -1.26984
C -0.45521 2.86295 5.00661
C -0.01355 3.79959 4.08197
C 0.05954 3.47623 2.73356
C -0.30957 2.20653 2.30412
C -0.75997 1.26860 3.23652
C -0.83398 1.59744 4.58174
P -0.36285 1.63470 0.57323
C 0.63088 2.94970 -0.28273
C 0.23291 3.50425 -1.50026
C 1.08163 4.32248 -2.22750
C 2.35413 4.61487 -1.75207
C 2.75645 4.08596 -0.53378
C 1.90544 3.26287 0.19015
C -2.04526 1.93640 0.02444
C -2.96359 2.73157 0.64734
C -4.27040 2.84335 0.12216
C -4.61379 2.14150 -0.99630
C -3.68074 1.29583 -1.65119
C -4.05408 0.52540 -2.78162
C -3.15165 -0.31612 -3.34864
C -1.82816 -0.41268 -2.84428
C -1.41539 0.32578 -1.77433
C -2.36989 1.19248 -1.13603
H -0.50692 3.11997 6.05665
H 0.27500 4.79106 4.40655
H 0.39004 4.22320 2.02527
H -1.05792 0.28138 2.89461
H -1.18437 0.86209 5.29437
H -0.76046 3.29663 -1.88372
H 0.74222 4.73687 -3.16855
H 3.01664 5.25887 -2.31542
H 3.73920 4.31072 -0.13791
H 2.25321 2.85101 1.13129
H -2.69687 3.27036 1.54872
H -4.99565 3.47501 0.61737
H -5.61942 2.20148 -1.39506
H -5.06344 0.60626 -3.16585
H -3.43348 -0.92307 -4.20054
H -1.15115 -1.10050 -3.32150
C -2.31270 -3.85213 -1.45490
C -2.59798 -3.89359 0.03880
C -1.37773 -3.64536 0.95612
C -1.81132 -3.79140 2.41756
C -0.69537 -3.49866 3.40980
C -0.33960 -4.69744 0.63300
O -0.44179 -5.86341 0.95368
N 0.73125 -4.25339 -0.09405
C 0.98325 -2.93341 -0.48722
O 1.98833 -2.76557 -1.19398
N 0.17975 -1.92910 -0.10556
C -0.90318 -2.20506 0.68275
O -1.57469 -1.29790 1.15728
H -3.23888 -3.97385 -2.01816
H -1.63705 -4.65586 -1.75855
H -1.87145 -2.89867 -1.75411
H -3.00917 -4.86754 0.31477
H -3.33355 -3.13143 0.30404
H -2.16660 -4.81466 2.54892
H -2.65086 -3.11491 2.57600
H 0.14343 -4.18619 3.27853
H -1.04356 -3.61007 4.43735
H -0.32291 -2.47794 3.29922
H 1.43130 -4.93135 -0.35916
N 1.73809 -3.23822 -4.72393
N 1.76085 -1.85933 -4.53730
N 2.57802 -1.07607 -5.19581
C 2.32511 0.08831 -4.60558
N 1.40566 -0.00393 -3.64080
N 1.05174 -1.29296 -3.62428
H 1.70953 -3.39395 -5.72669
H 0.89414 -3.57001 -4.26760
H 2.80726 1.00704 -4.88970
N 2.59743 -0.02673 -0.79614
C 3.17405 0.31403 0.45709
C 4.29515 1.12209 0.55243
C 4.77941 1.47926 1.80415
C 4.15259 1.03280 2.95838
C 3.03210 0.21560 2.85269
C 2.54089 -0.14283 1.60779
H 3.11180 0.31018 -1.60176
H 2.48442 -1.05154 -0.90802
H 4.78075 1.48111 -0.34719
H 5.65406 2.11366 1.87510
H 4.53201 1.31618 3.93057
H 2.53022 -0.13667 3.74461
H 1.64955 -0.75286 1.51032

HOMO-LUMO gap (spin up / spin down) (eV): 7.15 / 7.15
Lowest unoccupied orbital energy (spin up / spin down) (eV): -0.2 / -0.2
ΔE to the lowest compared entry with this formula, charge and spin (kcal per mole): 29.7

Atom charges from the Mulliken analysis, given in e for atoms 1 to 5:
1. Pd -0.023
2. C -0.633
3. C -0.760
4. C -0.472
5. C 0.203



Density functional theory data (ωB97M-V/def2-TZVPD) for a molecular structure, C37H38AsN3OOsP2S5.

Positions of all 88 atoms, in Å:
Os 0.15821 -0.31337 -0.52827
C 2.22178 -1.31103 2.54896
N 1.97275 0.08634 2.06981
P 0.23861 0.49080 2.32994
C 0.20846 0.21812 4.14344
C -0.94694 -0.31799 4.69816
C -1.04338 -0.52923 6.07036
C 0.02658 -0.21571 6.89307
C 1.19350 0.31124 6.34363
C 1.28498 0.52456 4.97706
C 0.02750 2.31162 2.23836
C -0.43250 2.86586 0.93821
C -1.18002 4.17220 0.93717
C -1.29691 4.86774 2.22699
C -0.69583 4.39612 3.32386
C -0.05789 3.08912 3.33493
P 2.24656 0.20970 0.36646
C 3.75707 -0.74150 0.02986
C 4.92368 -0.54617 0.77153
C 6.07162 -1.24607 0.44312
C 6.06800 -2.13044 -0.63458
C 4.91449 -2.31786 -1.37644
C 3.75445 -1.62665 -1.03907
C 2.88049 1.90387 0.14267
C 3.16237 2.32268 -1.15855
C 3.73455 3.56379 -1.38850
C 4.04360 4.39377 -0.31696
C 3.77801 3.97601 0.97924
C 3.19899 2.73329 1.21165
H 1.57578 -2.04468 2.05983
H 2.05985 -1.35968 3.61998
H 3.26034 -1.57205 2.36302
H -1.78096 -0.57227 4.05200
H -1.95018 -0.94693 6.49025
H -0.04220 -0.38505 7.96053
H 2.03270 0.55347 6.98397
H 2.19876 0.92045 4.54614
H -0.74697 2.13374 0.20563
H -1.98327 4.28971 0.22274
H -1.89940 5.76735 2.27190
H -0.77088 4.93809 4.25841
H 0.25000 2.71179 4.29890
H 4.92920 0.15766 1.59712
H 6.97595 -1.09964 1.01994
H 6.97018 -2.67067 -0.89280
H 4.91036 -3.00090 -2.21637
H 2.84384 -1.77259 -1.60984
H 2.95172 1.66943 -1.99730
H 3.93649 3.88084 -2.40393
H 4.48611 5.36590 -0.49470
H 4.00907 4.62446 1.81503
H 2.98554 2.40778 2.22490
S -2.07406 2.33472 -3.19742
As -0.04836 2.28020 -2.54065
S 0.70345 0.10936 -2.64302
S 0.47725 4.22784 0.14191
S 0.67717 3.33414 -4.22595
C -4.47096 -3.52515 1.85578
C -4.72127 -3.20188 0.38931
N -4.13173 -1.92776 -0.04846
C -5.03177 -0.77874 -0.17067
C -5.25013 -0.04987 1.14627
C -2.81391 -1.84908 -0.29184
S -2.17558 -0.28832 -0.74847
N -2.15431 -3.00627 -0.21505
C -0.86278 -3.13774 0.03194
O -0.05913 -2.26506 0.45889
C -0.29524 -4.51375 -0.14160
C 1.08750 -4.66456 -0.18040
C 1.64691 -5.92208 -0.35290
C 0.82512 -7.03569 -0.47422
C -0.55565 -6.88920 -0.43263
C -1.11527 -5.62997 -0.27131
H -4.89951 -4.50021 2.09799
H -4.92314 -2.78424 2.51664
H -3.39998 -3.56425 2.05613
H -5.79023 -3.12972 0.19078
H -4.31398 -3.99249 -0.23595
H -5.97544 -1.15328 -0.56918
H -4.62218 -0.09660 -0.90972
H -5.72419 -0.69141 1.89103
H -5.89496 0.81724 0.98963
H -4.29469 0.29965 1.54375
H 1.71315 -3.78617 -0.08400
H 2.72321 -6.03379 -0.39184
H 1.26099 -8.01861 -0.60325
H -1.19623 -7.75715 -0.52711
H -2.18885 -5.49703 -0.24375

HOMO-LUMO gap (spin up / spin down) (eV): 6.81 / 5.19
Spin multiplicity: 5
⟨S²⟩: 6.04
Lowest unoccupied orbital energy (spin up / spin down) (eV): -0.3 / -1.6
ΔE to the lowest compared entry with this formula, charge and spin (kcal per mole): 65.2

Atom charges from the Mulliken analysis, given in e for atoms 1 to 5:
1. Os 2.797
2. C -0.928
3. N 0.277
4. P 0.162
5. C 0.027



Density functional theory data (ωB97M-V/def2-TZVPD) for a molecular structure, C37H38CaCl5N3O7P2 in a non-equilibrium geometry.

Positions of all 93 atoms, in Å:
Ca -0.91964 -0.58238 0.14918
C 4.38406 0.52679 0.47880
C 3.80451 0.87805 1.85143
C 4.73097 0.37868 2.95527
P 1.99537 0.35585 1.82561
C 1.35262 0.74176 3.54650
C 1.61615 2.22749 3.80319
C 1.66660 -0.11817 4.76951
C 2.12264 -1.48480 1.71838
C 2.62959 -2.36570 2.67655
C 2.64834 -3.73590 2.47100
C 2.14797 -4.25895 1.28336
C 1.66725 -3.41340 0.30478
C 1.66440 -2.02102 0.48461
N 1.19046 -1.15879 -0.50218
C 1.81050 -1.08099 -1.69432
C 3.02671 -1.75826 -2.00674
C 3.68754 -1.55426 -3.19579
C 3.19413 -0.66684 -4.15211
C 2.00539 -0.00636 -3.88026
C 1.28984 -0.20526 -2.70384
P -0.28654 0.60589 -2.28497
C -1.29537 0.75280 -3.85242
C -0.80099 1.54672 -5.06268
C -1.68812 -0.66690 -4.27347
C 0.19656 2.35225 -1.80437
C 1.42383 2.95876 -2.47905
C -1.01916 3.27313 -1.90973
H 5.36886 0.98479 0.34123
H 3.72962 0.86128 -0.32879
H 4.49634 -0.55531 0.37616
H 3.74294 1.96956 1.91791
H 4.80796 -0.70981 2.93444
H 4.39104 0.68780 3.94359
H 5.73937 0.78405 2.80905
H 0.27714 0.64970 3.36841
H 2.68500 2.44146 3.89341
H 1.13510 2.53709 4.73559
H 1.19484 2.82699 2.99253
H 2.72968 -0.14961 5.01590
H 1.30755 -1.13755 4.63622
H 1.14530 0.30204 5.63705
H 3.02438 -1.98566 3.60751
H 3.04637 -4.39219 3.23612
H 2.12600 -5.33203 1.12913
H 1.27199 -3.81163 -0.62279
H 3.44476 -2.43208 -1.27000
H 4.61403 -2.08786 -3.38376
H 3.72942 -0.48843 -5.07661
H 1.63886 0.70364 -4.60731
H -2.20004 1.24610 -3.48092
H -0.05111 0.98647 -5.61956
H -0.38414 2.51558 -4.79199
H -1.64147 1.72289 -5.74150
H -0.79641 -1.26245 -4.48452
H -2.30488 -0.64161 -5.17684
H -2.25402 -1.16535 -3.48692
H 0.43610 2.23319 -0.74036
H 1.24998 3.15787 -3.53877
H 2.28780 2.30044 -2.39600
H 1.66705 3.91073 -1.99727
H -1.23005 3.52791 -2.95187
H -0.84550 4.19678 -1.35454
H -1.91007 2.80397 -1.48922
O -1.03916 3.26439 1.60273
C -1.53661 2.17741 1.29984
O -0.95551 1.04707 1.35480
C -3.00289 2.16022 0.85910
C -3.72032 3.30280 1.06311
C -5.09926 3.36288 0.80817
C -5.76741 2.22788 0.38712
C -5.06461 1.07354 0.13402
C -3.61986 0.97725 0.27569
O -2.97607 -0.03997 -0.07076
N -5.85043 -0.06673 -0.29768
O -5.32391 -0.94352 -0.95026
O -7.02188 -0.12141 0.07772
N -5.82048 4.58607 0.98281
O -7.02444 4.60235 0.73899
O -5.20248 5.59028 1.31393
H -3.20299 4.16858 1.45236
H -6.83654 2.24782 0.24251
Cl -1.35603 -1.89119 3.05655
C -1.72646 -3.15738 1.90520
C -1.55163 -2.84357 0.56878
C -1.83723 -3.88106 -0.30217
Cl -1.55459 -3.60060 -2.00520
C -2.28972 -5.13579 0.09750
Cl -2.65191 -6.37838 -1.05755
C -2.44458 -5.39500 1.45803
Cl -2.99183 -6.94555 1.99653
C -2.14858 -4.39451 2.37951
Cl -2.29800 -4.71280 4.07771

HOMO-LUMO gap (eV): 6.17
Charge: -2
Lowest unoccupied orbital energy (eV): 4.0
ΔE to the lowest compared entry with this formula, charge and spin (kcal per mole): 27.9

Atom charges from the Mulliken analysis, given in e for atoms 1 to 5:
1. Ca 1.075
2. C -1.359
3. C 0.376
4. C -1.515
5. P 1.024



Density functional theory data (ωB97M-V/def2-TZVPD) for a molecular structure, C37H39AsCdO9P2S3.

Positions of all 92 atoms, in Å:
Cd 0.34944 -0.24542 -0.46218
S 3.14114 -0.17748 -1.03111
P 3.04120 -0.06767 0.96284
C 1.45763 -0.41157 1.49887
P 0.93088 -0.32181 3.12432
S -0.94543 -0.83602 3.53125
C 2.00806 -1.39633 4.17672
C 3.18578 -0.97106 4.78071
C 3.99455 -1.85946 5.48127
C 3.62967 -3.19118 5.59124
C 2.44959 -3.62727 4.99858
C 1.64935 -2.73845 4.30053
C 1.13701 1.32780 3.92824
C 1.16116 2.46479 3.13109
C 1.18407 3.73273 3.69702
C 1.19594 3.87737 5.07607
C 1.16948 2.74619 5.88428
C 1.12909 1.48319 5.31367
C 4.33089 -1.23024 1.57632
C 3.93292 -2.53680 1.84314
C 4.86071 -3.49843 2.21288
C 6.20558 -3.16865 2.31124
C 6.61690 -1.87533 2.01836
C 5.68590 -0.91563 1.64541
C 3.71666 1.57805 1.45967
C 4.43367 1.80123 2.63207
C 4.83894 3.08092 2.99000
C 4.52717 4.16023 2.17734
C 3.80611 3.95030 1.00794
C 3.40787 2.67138 0.65163
H 3.47935 0.06784 4.70939
H 4.91408 -1.50666 5.93415
H 4.26049 -3.88746 6.13183
H 2.15549 -4.66783 5.07785
H 0.72246 -3.06736 3.84520
H 1.17595 2.34722 2.05543
H 1.20755 4.60438 3.05410
H 1.22460 4.86523 5.52194
H 1.16768 2.84956 6.96378
H 1.07054 0.60766 5.94914
H 2.88085 -2.78122 1.75544
H 4.52966 -4.50674 2.43136
H 6.93122 -3.91715 2.60871
H 7.66768 -1.61347 2.07203
H 6.01977 0.08272 1.39189
H 4.68838 0.96816 3.27377
H 5.39106 3.23230 3.91055
H 4.83684 5.16067 2.45778
H 3.54326 4.78435 0.36740
H 2.83607 2.51779 -0.25621
C -2.66123 -1.03781 0.51858
O -1.81049 0.09960 0.52627
C -2.47850 1.32265 0.33885
C -1.44753 2.40168 0.57714
O -0.35655 2.34741 -0.34479
C -0.62183 3.07775 -1.54179
C 0.39362 2.79210 -2.61387
O 1.66478 3.29393 -2.23788
C 2.63831 2.92958 -3.19515
H -3.31926 -1.00371 1.39329
H -3.24198 -1.07030 -0.40552
H -2.02038 -1.91315 0.58955
H -2.90874 1.38143 -0.66261
H -3.29419 1.41779 1.06862
H -1.91687 3.39289 0.54202
H -1.02446 2.25513 1.57143
H -1.60509 2.81631 -1.93851
H -0.60737 4.15136 -1.30469
H 0.44828 1.72233 -2.83219
H 0.05086 3.29196 -3.53170
H 3.60709 3.25917 -2.82007
H 2.65776 1.84633 -3.34426
H 2.43411 3.41778 -4.15902
O 0.65556 -3.48947 -3.69310
As 0.01448 -1.88320 -3.19081
O 1.01174 -0.70086 -3.72335
O -0.12217 -2.11903 -1.53692
C -1.57296 -1.97507 -4.33450
C -1.61715 -3.00560 -5.27709
C -2.59593 -3.03393 -6.25712
C -3.54580 -2.02316 -6.32392
C -3.51772 -1.00105 -5.39340
C -2.54384 -0.98166 -4.40088
S -2.67136 0.33441 -3.20261
O -2.66456 1.57960 -3.95053
O -3.92528 0.07301 -2.51288
O -1.48700 0.14578 -2.35932
H 1.34315 -3.68167 -3.04445
H -0.86600 -3.78039 -5.23756
H -2.60894 -3.84302 -6.97837
H -4.30592 -2.03477 -7.09651
H -4.24885 -0.20291 -5.41641

HOMO-LUMO gap (eV): 6.57
Charge: -2
Lowest unoccupied orbital energy (eV): 4.3
ΔE to the lowest compared entry with this formula, charge and spin (kcal per mole): 9.1

Atom charges from the Mulliken analysis, given in e for atoms 1 to 5:
1. Cd 1.684
2. S -0.603
3. P 0.829
4. C -0.628
5. P 1.867